1.
{"formula": "C3H7FO", "method": "wB97M-V/def2-TZVPD", "homo_energy_ev": [-7.53, -7.95], "homo_lumo_gap_ev": [8.33, 8.89], "elements": ["C", "C", "C", "O", "F", "H", "H", "H", "H", "H", "H", "H"], "coordinates": [[1.681, 0.782, 0.319], [-0.789, -1.145, -0.917], [-0.776, 0.466, 0.878], [-1.060, -0.768, 0.498], [-1.245, 1.425, 0.077], [1.860, -0.246, 0.562], [1.401, 0.952, -0.781], [2.104, 1.534, 0.827], [0.072, -1.803, -0.907], [-0.706, -0.178, -1.467], [-1.603, -1.844, -1.019], [-0.938, 0.824, 1.930]], "mulliken_charge": [-0.91, -0.56, 0.10, -0.31, -0.22, 0.28, 0.18, 0.39, 0.23, 0.34, 0.25, 0.23]}

2.
{"formula": "C3H7FO", "method": "wB97M-V/def2-TZVPD", "homo_energy_ev": -10.30, "smiles": "COCCF", "homo_lumo_gap_ev": 11.28, "elements": ["C", "O", "C", "C", "F", "H", "H", "H", "H", "H", "H", "H"], "coordinates": [[1.635, -0.501, 0.058], [0.848, 0.528, -0.427], [-0.329, 0.864, 0.165], [-1.585, 0.015, -0.475], [-2.777, -0.234, 0.205], [1.360, -0.549, 1.266], [2.849, -0.338, 0.214], [1.436, -1.419, -0.371], [-0.411, 0.441, 1.274], [-0.475, 2.053, 0.289], [-0.849, -0.932, -0.610], [-1.701, 0.072, -1.590]], "mulliken_charge": [-0.58, -0.35, -0.32, -0.11, -0.25, 0.23, 0.24, 0.31, 0.22, 0.27, 0.05, 0.31]}

3.
{"formula": "C3H7FO2", "method": "wB97M-V/def2-TZVPD", "homo_energy_ev": -10.73, "smiles": "C[C@](O)(F)CO", "homo_lumo_gap_ev": 11.40, "elements": ["C", "C", "O", "F", "C", "O", "H", "H", "H", "H", "H", "H", "H"], "coordinates": [[-0.811, 1.033, 0.370], [0.371, 0.343, -0.339], [1.568, 0.582, 0.237], [0.418, 1.101, -1.576], [0.269, -1.171, -0.504], [-0.810, -1.808, 0.047], [-1.874, 0.682, 0.223], [-0.620, 0.981, 1.461], [-0.724, 2.083, 0.120], [1.514, 1.395, 0.799], [1.197, -1.783, -0.238], [0.129, -1.339, -1.532], [-0.625, -2.100, 0.931]], "mulliken_charge": [-1.34, 1.27, -0.56, -0.38, -0.80, -0.52, 0.28, 0.36, 0.42, 0.35, 0.33, 0.28, 0.31]}

4.
{"formula": "C3H7FS", "method": "wB97M-V/def2-TZVPD", "homo_energy_ev": -9.30, "smiles": "CC[C@@H](F)S", "homo_lumo_gap_ev": 10.09, "elements": ["C", "C", "C", "F", "S", "H", "H", "H", "H", "H", "H", "H"], "coordinates": [[0.072, 1.195, -0.364], [0.009, 0.104, 0.668], [-0.364, -1.255, 0.101], [-1.647, -1.184, -0.154], [0.476, -1.661, -1.408], [-0.898, 1.364, -0.906], [0.448, 2.195, 0.010], [0.822, 1.065, -0.992], [0.924, 0.159, 1.207], [-0.864, 0.128, 1.304], [-0.207, -2.048, 0.990], [1.734, -1.243, -1.091]], "mulliken_charge": [-1.17, -0.54, 0.19, -0.25, -0.26, 0.27, 0.33, 0.43, 0.34, 0.29, 0.26, 0.11]}

5.
{"formula": "C3H7I2OP", "method": "wB97M-V/def2-TZVPD", "homo_energy_ev": [-8.56, -8.56], "homo_lumo_gap_ev": [6.89, 6.89], "elements": ["C", "C", "C", "O", "P", "I", "I", "H", "H", "H", "H", "H", "H", "H"], "coordinates": [[0.426, -0.475, -1.198], [-0.270, 0.715, 0.954], [0.264, -0.462, 0.258], [3.578, -0.345, 2.295], [2.922, -0.166, 1.012], [3.159, 2.195, 0.259], [4.096, -1.444, -0.767], [1.264, -1.106, -1.505], [-0.463, -0.932, -1.647], [0.551, 0.527, -1.604], [-0.262, 0.595, 2.038], [-1.308, 0.871, 0.632], [0.267, 1.627, 0.672], [0.187, -1.422, 0.757]], "mulliken_charge": [-0.94, -0.87, 0.01, -0.53, 0.31, -0.07, -0.06, 0.23, 0.36, 0.28, 0.32, 0.35, 0.21, 0.40]}

6.
{"formula": "C3H7IN", "method": "wB97M-V/def2-TZVPD", "homo_energy_ev": -14.07, "total_charge": 1, "homo_lumo_gap_ev": 7.58, "elements": ["C", "C", "C", "N", "I", "H", "H", "H", "H", "H", "H", "H"], "coordinates": [[-0.027, -1.641, 0.024], [1.587, 0.256, -0.022], [-1.533, 1.339, -0.075], [0.327, -0.450, 0.072], [-3.082, 0.021, -0.019], [-1.169, -1.683, 0.065], [0.740, -2.362, 0.132], [1.642, 1.245, 0.550], [1.922, 0.227, -1.141], [2.225, -0.458, 0.588], [-1.526, 2.066, 0.781], [-1.107, 1.438, -0.956]], "mulliken_charge": [0.09, -0.75, -0.58, -0.16, 0.44, -0.13, 0.33, 0.27, 0.32, 0.35, 0.36, 0.45]}

7.
{"formula": "C3H7IN2", "method": "wB97M-V/def2-TZVPD", "homo_energy_ev": -9.58, "smiles": "C=CC.N#N.I", "homo_lumo_gap_ev": 10.26, "elements": ["C", "C", "C", "H", "H", "H", "H", "H", "H", "N", "N", "I", "H"], "coordinates": [[0.428, -1.000, 0.734], [-0.138, 0.123, 0.336], [-1.297, 0.213, -0.602], [0.084, -1.964, 0.390], [1.259, -1.009, 1.420], [0.237, 1.076, 0.696], [-1.726, -0.770, -0.787], [-2.070, 0.863, -0.179], [-0.985, 0.652, -1.554], [1.949, 3.296, -0.402], [1.968, 2.722, 0.534], [4.556, -0.110, -0.312], [3.998, 0.694, -1.541]], "mulliken_charge": [-0.79, 0.20, -1.00, 0.22, 0.29, 0.27, 0.31, 0.28, 0.24, -0.04, 0.04, -0.10, 0.09]}

8.
{"formula": "C3H7IN2", "method": "wB97M-V/def2-TZVPD", "homo_energy_ev": -8.05, "homo_lumo_gap_ev": 8.41, "elements": ["C", "C", "C", "N", "N", "I", "H", "H", "H", "H", "H", "H", "H"], "coordinates": [[2.145, 0.819, -2.651], [-2.299, -0.634, 2.491], [1.959, 0.354, -1.435], [-1.311, -0.085, 1.844], [-0.828, -0.185, 0.656], [-1.694, -1.498, -0.632], [2.232, 1.875, -2.850], [2.220, 0.172, -3.510], [-2.461, -0.375, 3.517], [-2.946, -1.346, 2.015], [1.874, 1.001, -0.577], [1.868, -0.700, -1.235], [-0.758, 0.601, 2.365]], "mulliken_charge": [-0.43, -0.19, -0.45, 0.18, -0.68, 0.05, 0.23, 0.22, 0.22, 0.19, 0.20, 0.23, 0.24]}

Copy entry 7 word for word.
{"formula": "C3H7IN2", "method": "wB97M-V/def2-TZVPD", "homo_energy_ev": -9.58, "smiles": "C=CC.N#N.I", "homo_lumo_gap_ev": 10.26, "elements": ["C", "C", "C", "H", "H", "H", "H", "H", "H", "N", "N", "I", "H"], "coordinates": [[0.428, -1.000, 0.734], [-0.138, 0.123, 0.336], [-1.297, 0.213, -0.602], [0.084, -1.964, 0.390], [1.259, -1.009, 1.420], [0.237, 1.076, 0.696], [-1.726, -0.770, -0.787], [-2.070, 0.863, -0.179], [-0.985, 0.652, -1.554], [1.949, 3.296, -0.402], [1.968, 2.722, 0.534], [4.556, -0.110, -0.312], [3.998, 0.694, -1.541]], "mulliken_charge": [-0.79, 0.20, -1.00, 0.22, 0.29, 0.27, 0.31, 0.28, 0.24, -0.04, 0.04, -0.10, 0.09]}